Entry from the Open Molecules 2025 dataset: an isolated ion of composition C18H24N9O4S3 and charge +1 at a distorted geometry (ωB97M-V with the def2-TZVPD basis set).

Cartesian coordinates (Å):
C  -2.09  -3.96  1.75
N  -1.93  -2.59  1.31
C  -2.88  -2.23  0.28
H  -3.86  -2.70  0.42
C  -2.35  -2.64  -1.11
N  -1.19  -1.88  -1.43
N  0.03  -2.21  -1.05
N  0.81  -1.28  -1.44
N  0.18  -0.32  -2.09
C  -1.10  -0.68  -2.08
S  -2.44  0.12  -2.79
C  -1.80  1.85  -2.93
C  -0.91  2.28  -1.82
C  -1.34  2.42  -0.55
N  -0.49  2.82  0.47
C  -0.44  2.37  1.78
O  -1.28  1.99  2.53
C  1.08  2.67  1.85
N  1.87  1.49  2.05
C  1.43  0.30  1.59
O  0.36  0.16  1.05
C  2.43  -0.85  1.76
C  3.52  -0.65  0.76
C  4.80  -0.29  0.96
S  5.65  -0.08  -0.54
C  4.20  -0.48  -1.39
N  3.20  -0.76  -0.57
N  4.09  -0.52  -2.72
H  3.19  -0.68  -3.14
H  2.19  -1.01  -0.93
H  4.86  -0.26  -3.31
H  5.32  -0.15  1.89
H  1.90  -1.78  1.56
H  2.84  -0.86  2.77
H  2.78  1.58  2.47
H  1.36  3.45  2.56
C  0.91  3.15  0.38
H  1.09  4.21  0.21
S  1.75  2.20  -0.93
C  0.50  2.63  -2.20
H  0.81  2.06  -3.08
H  0.61  3.69  -2.41
C  -2.72  2.11  -0.04
O  -3.29  1.07  -0.21
O  -3.20  3.13  0.64
H  -4.06  2.92  1.05
H  -2.72  2.44  -2.96
H  -1.30  1.92  -3.89
H  -2.07  -3.69  -1.11
H  -3.11  -2.45  -1.87
H  -3.03  -1.14  0.28
C  -1.95  -1.67  2.43
H  -2.93  -1.65  2.95
H  -1.19  -1.97  3.15
H  -1.72  -0.66  2.09
H  -2.01  -4.63  0.90
H  -3.06  -4.13  2.24
H  -1.30  -4.20  2.45

Summary:
- charge = +1
- orbital gap (eV) = 8.30
- E_tot (eV) = -73156.02510
- highest occupied orbital energy (eV) = -10.58
- LUMO level (eV) = -2.28